142
Properties=species:S:1:pos:R:3:mulliken_charge:R:1 method="wB97M-V/def2-TZVPD" orbital_gap_ev=8.785 homo_energy_ev=-8.818 fmax_ha_per_bohr=0.1467
C -0.974 1.460 1.576 -0.5725
C -0.886 0.072 1.004 0.5446
O 0.026 -0.008 -0.072 0.3378
C -0.342 0.208 -1.370 0.1211
O -1.434 0.484 -1.795 -0.0795
C 0.917 0.120 -2.300 0.3097
F 0.632 -0.789 -3.256 -0.1522
F 1.250 1.331 -2.743 -0.1600
F 1.900 -0.400 -1.532 0.0167
H -1.091 2.277 0.864 -0.1273
H -0.036 1.647 2.098 -0.2882
H -1.737 1.569 2.348 0.4779
H -1.875 -0.219 0.651 -0.4430
H -0.510 -0.675 1.703 -0.0726
C 5.288 -3.559 0.160 -0.6847
C 5.673 -2.204 0.748 -0.2900
O 4.561 -1.767 1.492 -0.1220
C 4.335 -0.398 1.664 -0.3061
O 5.140 0.524 1.402 -0.6241
C 2.864 -0.128 1.892 1.1398
F 2.801 0.409 3.120 -0.1945
F 2.414 0.753 1.043 0.0500
F 2.099 -1.291 1.727 -0.0618
H 5.121 -4.228 1.005 0.2997
H 6.078 -3.978 -0.463 0.5061
H 4.400 -3.474 -0.465 -0.1863
H 6.013 -1.566 -0.068 0.2944
H 6.543 -2.299 1.397 0.3029
C -4.545 2.623 -0.189 -1.6107
C -4.359 1.370 -1.067 1.2045
O -5.532 0.965 -1.719 -0.2628
C -6.465 0.076 -1.098 0.4104
O -6.298 -0.336 0.086 -0.5126
C -7.718 -0.412 -1.877 0.7346
F -8.135 -1.647 -1.420 -0.2446
F -8.680 0.503 -1.847 -0.2395
F -7.375 -0.621 -3.128 -0.1893
H -5.245 2.278 0.571 0.5253
H -5.048 3.406 -0.757 0.4010
H -3.688 3.071 0.315 0.2712
H -3.986 0.510 -0.511 0.2040
H -3.618 1.699 -1.796 -0.7433
F 0.073 -2.776 3.925 -0.4094
C 0.516 -1.650 4.594 0.6183
C -0.283 -0.521 4.508 -0.2074
C 0.103 0.528 5.198 -0.4938
C 1.263 0.541 5.994 -0.8149
C 2.030 -0.641 6.143 -0.5576
C 1.655 -1.744 5.365 -0.6359
H -1.102 -0.375 3.820 0.7043
H -0.467 1.444 5.177 0.4309
H 1.441 1.402 6.622 0.4599
H 2.908 -0.716 6.768 0.4358
H 2.125 -2.698 5.557 0.4636
F 5.214 1.303 -5.526 -0.2961
C 5.443 1.585 -4.225 -0.2477
C 6.174 2.681 -3.720 -0.3930
C 6.275 2.971 -2.405 -0.7913
C 5.609 2.074 -1.470 -0.2272
C 4.963 0.985 -1.906 -0.0688
C 4.879 0.657 -3.266 0.1155
H 6.720 3.316 -4.402 0.3704
H 6.842 3.855 -2.154 0.4106
H 5.650 2.278 -0.410 0.4026
H 4.612 0.270 -1.178 0.2200
H 4.275 -0.193 -3.548 0.4407
F -5.671 -5.075 -0.269 -0.3320
C -4.344 -4.530 -0.246 -0.1098
C -4.115 -3.264 -0.814 -0.5403
C -2.892 -2.586 -0.665 0.6860
C -1.893 -3.273 0.090 0.0443
C -2.052 -4.589 0.597 -0.5053
C -3.304 -5.178 0.479 -0.7050
H -4.974 -2.843 -1.316 0.3121
H -2.720 -1.613 -1.101 0.2313
H -0.993 -2.694 0.236 -0.1587
H -1.239 -5.059 1.132 0.6058
H -3.533 -6.166 0.852 0.4300
F 0.931 -3.376 -1.022 -0.0753
C 1.568 -4.251 -0.259 0.8589
C 1.497 -4.127 1.123 0.2215
C 2.111 -5.012 1.953 -1.1077
C 2.725 -6.111 1.353 -0.8391
C 2.761 -6.323 -0.026 -0.6164
C 2.145 -5.365 -0.840 -0.1784
H 0.901 -3.307 1.496 0.2909
H 1.974 -4.911 3.019 0.5254
H 3.261 -6.880 1.889 0.3514
H 3.023 -7.249 -0.517 0.4524
H 2.141 -5.585 -1.897 0.0748
F -5.688 4.526 3.146 -0.2625
C -4.769 4.830 4.092 0.0764
C -5.095 5.614 5.159 -0.3832
C -4.083 5.934 6.059 -0.5073
C -2.772 5.498 5.901 -0.4565
C -2.469 4.584 4.939 -0.3347
C -3.482 4.308 3.995 -0.0719
H -6.122 5.922 5.290 0.4164
H -4.217 6.597 6.901 0.3202
H -2.063 5.955 6.575 0.4179
H -1.446 4.314 4.720 0.4449
H -3.279 3.619 3.188 0.3647
O 5.166 -2.517 -3.385 -0.6472
C 4.092 -3.093 -3.726 0.7427
O 3.890 -4.363 -3.734 -0.3343
C 2.700 -4.659 -4.365 -0.7626
C 1.941 -3.361 -4.168 0.5647
O 2.996 -2.478 -3.911 -0.1793
H 2.866 -4.990 -5.391 0.2647
H 2.270 -5.583 -3.978 0.2865
H 1.239 -3.462 -3.340 -0.2415
H 1.391 -3.124 -5.079 0.3541
O -0.431 4.719 -0.487 -0.5644
C -0.984 4.270 -1.488 0.4676
O -0.632 3.177 -2.187 0.0381
C -1.090 3.215 -3.484 0.2541
C -2.332 4.096 -3.286 -0.0866
O -1.972 4.851 -2.149 -0.3816
H -0.450 3.609 -4.273 0.3033
H -1.323 2.166 -3.668 -0.2534
H -3.158 3.431 -3.035 -0.1258
H -2.655 4.696 -4.137 0.3735
O -4.695 1.863 -4.880 -0.6141
C -4.207 0.729 -4.858 0.6780
O -4.854 -0.400 -4.791 -0.3530
C -3.963 -1.457 -4.347 -0.1237
C -2.549 -0.846 -4.521 0.6395
O -2.947 0.494 -4.603 -0.2215
H -4.236 -1.564 -3.297 -0.1003
H -4.063 -2.362 -4.947 0.4032
H -1.975 -1.306 -5.325 0.2663
H -2.087 -0.955 -3.539 -0.5672
O 1.094 3.650 4.527 -0.5053
C 1.728 3.822 3.529 0.4838
O 3.100 3.791 3.397 -0.3966
C 3.482 4.030 2.019 0.1399
C 2.148 4.382 1.330 -0.0390
O 1.107 4.186 2.335 -0.1527
H 4.154 4.886 1.958 0.3296
H 3.849 3.056 1.696 -0.1581
H 1.997 3.707 0.487 -0.0695
H 2.172 5.431 1.031 0.4332

***

124
Properties=species:S:1:pos:R:3:mulliken_charge:R:1 method="wB97M-V/def2-TZVPD" orbital_gap_ev=5.928 homo_energy_ev=-14.707 total_charge=+3 fmax_ha_per_bohr=0.0169
Ti -0.676 -0.506 -0.070 0.2398
C -0.780 7.215 2.869 -1.6523
C -0.294 5.913 2.319 0.6009
C 1.013 5.793 1.839 -1.0821
C 1.491 4.584 1.372 -1.5082
C 0.650 3.474 1.392 1.8139
C -0.654 3.566 1.839 0.3549
C -1.115 4.790 2.298 -0.9457
S 1.375 1.977 0.790 0.2957
O 0.133 1.012 0.696 2.0407
C 2.472 1.406 2.020 1.9218
C 3.750 1.106 1.489 -1.3195
C 4.750 0.714 2.327 -1.1445
C 4.504 0.557 3.709 0.9578
C 5.524 0.108 4.580 -0.9662
C 5.269 -0.079 5.906 -0.7466
C 3.979 0.172 6.429 -0.8833
C 2.976 0.614 5.620 -1.1941
C 3.211 0.827 4.233 1.3763
C 2.186 1.294 3.370 -1.7557
C 0.868 1.631 3.976 -0.1002
C 0.725 2.855 4.698 1.1394
C 1.745 3.835 4.735 -0.7104
C 1.562 4.998 5.427 -0.8314
C 0.356 5.240 6.117 -0.8979
C -0.642 4.307 6.106 -1.0105
C -0.480 3.093 5.401 0.7303
C -1.494 2.099 5.416 -1.2241
C -1.340 0.933 4.730 -0.7347
C -0.161 0.720 3.978 0.5821
S 0.194 -0.775 3.074 2.0637
O 0.381 -1.930 3.975 -0.9611
C -1.462 -1.079 2.330 -1.4757
C -1.785 -2.446 2.305 -0.6695
C -3.080 -2.855 2.051 -1.3749
C -4.102 -1.927 1.848 0.8807
C -5.523 -2.373 1.709 -1.6900
C -3.769 -0.575 1.836 -1.2896
C -2.469 -0.141 2.070 1.5155
H -0.473 8.049 2.240 0.4443
H -0.355 7.379 3.861 0.2680
H -1.864 7.231 2.964 0.4074
H 1.663 6.658 1.840 0.5854
H 2.510 4.505 1.011 0.5394
H -1.294 2.698 1.854 -0.2322
H -2.130 4.869 2.667 0.4953
H 3.925 1.209 0.426 0.6062
H 5.739 0.505 1.942 0.4606
H 6.507 -0.091 4.173 0.4976
H 6.051 -0.424 6.568 0.4500
H 3.792 0.007 7.481 0.4921
H 1.993 0.793 6.031 0.4650
H 2.681 3.655 4.222 0.5942
H 2.351 5.737 5.462 0.5023
H 0.233 6.161 6.671 0.4874
H -1.561 4.477 6.652 0.5275
H -2.385 2.276 6.004 0.5272
H -2.095 0.159 4.775 0.7373
H -1.016 -3.166 2.549 0.4960
H -3.317 -3.911 2.071 0.5183
H -5.594 -3.298 1.138 0.4197
H -6.143 -1.615 1.234 0.3846
H -5.943 -2.573 2.697 0.4082
H -4.554 0.159 1.702 0.5679
H -2.261 0.917 2.155 0.4024
C 2.769 1.299 -3.317 -0.7933
N 1.662 2.064 -2.750 0.2102
C 1.670 3.428 -2.560 -0.9630
C 0.492 3.762 -1.994 -0.3153
N -0.237 2.592 -1.839 0.5450
C 0.508 1.557 -2.300 0.0452
S 0.115 -0.114 -2.365 -0.6809
C -1.606 2.553 -1.457 0.1164
C -2.366 3.700 -1.652 -0.9096
C -3.710 3.654 -1.336 -0.9285
C -4.253 2.461 -0.884 -1.3321
C -3.417 1.371 -0.748 -0.0492
N -2.099 1.402 -0.997 0.5931
H 3.348 1.967 -3.948 0.3972
H 2.374 0.485 -3.917 0.3375
H 3.388 0.902 -2.514 0.2532
H 2.509 4.036 -2.846 0.5689
H 0.130 4.718 -1.664 0.4194
H -1.942 4.594 -2.082 0.6311
H -4.329 4.529 -1.478 0.5022
H -5.305 2.367 -0.663 0.5828
H -3.808 0.416 -0.437 0.4041
C 3.848 -2.783 2.697 -0.8421
Si 2.670 -3.766 1.631 0.1822
C 1.399 -4.695 2.641 -0.8190
C 3.545 -4.827 0.363 -1.0601
C 1.670 -2.480 0.662 0.2051
C 0.906 -1.652 0.185 0.3713
H 4.481 -3.458 3.275 0.5301
H 3.299 -2.153 3.400 0.1216
H 4.499 -2.155 2.092 0.2216
H 1.826 -5.618 3.036 0.5323
H 0.527 -4.969 2.046 0.2314
H 1.068 -4.088 3.483 0.2072
H 4.333 -5.402 0.852 0.4122
H 4.011 -4.232 -0.421 0.3711
H 2.873 -5.545 -0.108 0.2254
C -0.096 -6.091 -1.443 -0.9438
C -0.282 -5.180 -2.643 -0.5640
C -0.364 -3.695 -2.276 -0.4123
S -1.882 -3.353 -1.365 0.6290
O -1.684 -1.896 -0.801 -0.6880
C -3.021 -3.163 -2.748 -0.8029
C -4.496 -3.103 -2.371 -0.7365
C -4.936 -1.773 -1.792 -0.6219
H 0.062 -7.117 -1.767 0.4595
H -0.963 -6.092 -0.782 0.3162
H 0.773 -5.791 -0.859 0.0015
H -1.149 -5.483 -3.236 0.2738
H 0.571 -5.271 -3.320 0.4638
H -0.347 -3.033 -3.144 0.4381
H 0.433 -3.412 -1.583 0.0955
H -2.818 -4.068 -3.331 0.5885
H -2.673 -2.304 -3.328 0.3699
H -4.740 -3.929 -1.699 0.2741
H -5.049 -3.300 -3.291 0.4223
H -4.444 -1.578 -0.844 -0.3617
H -6.011 -1.776 -1.620 0.5056
H -4.710 -0.954 -2.477 0.3711

***

Relative energy (zero: lowest compared OMol25 entry of this formula, charge and spin) in kcal per mole, matching the order above: 54.0; 47.4